{"formula": "C42H58N4O5SSeTa", "method": "ωB97M-V/def2-TZVPD", "relative_energy_ev": 1.232, "homo_lumo_gap_ha": 0.2077, "total_charge": 1, "energy_ev": -138419.898, "lumo_energy_ev": -4.8, "symbols": ["Ta", "C", "N", "C", "C", "C", "N", "C", "C", "C", "C", "C", "C", "C", "O", "C", "C", "C", "C", "C", "C", "C", "C", "C", "C", "C", "C", "C", "C", "C", "O", "C", "C", "C", "C", "C", "C", "C", "C", "H", "H", "H", "H", "H", "H", "H", "H", "H", "H", "H", "H", "H", "H", "H", "H", "H", "H", "H", "H", "H", "H", "H", "H", "H", "H", "H", "H", "H", "H", "H", "H", "H", "H", "H", "H", "H", "H", "H", "H", "H", "H", "H", "H", "H", "H", "H", "H", "H", "H", "H", "H", "H", "H", "O", "C", "N", "S", "O", "O", "C", "C", "C", "C", "C", "C", "H", "H", "H", "H", "Se", "C", "N"], "coordinates": [[2.1624, 0.7937, 0.0419], [4.2371, -1.0301, -5.1106], [4.4105, -1.0794, -3.6667], [5.7426, -1.5393, -3.2383], [3.2992, -1.4725, -2.8348], [2.0981, -0.4843, -2.9661], [1.2619, -0.3602, -1.7366], [0.1255, 0.6639, -2.2311], [-0.9339, 0.9196, -1.2320], [-2.2369, 0.4543, -1.3801], [-3.2498, 1.0167, -0.5978], [-2.8995, 2.0194, 0.3004], [-1.5924, 2.3799, 0.6315], [-0.5828, 1.8328, -0.1994], [0.7194, 2.1744, -0.1531], [-1.3608, 3.5174, 1.6406], [-0.2615, 3.1595, 2.6283], [-2.6052, 3.7095, 2.5062], [-1.0322, 4.7628, 0.8219], [-4.7407, 0.5510, -0.5783], [-4.8235, -0.1144, 0.8292], [-5.8144, 1.6900, -0.6113], [-5.0725, -0.4993, -1.6683], [0.6419, -1.7584, -1.4476], [-0.0286, -2.0892, -0.1664], [-0.9341, -3.2047, -0.2108], [-1.4538, -3.8069, 0.9782], [-1.0046, -3.2592, 2.1686], [-0.1635, -2.0848, 2.2825], [0.2681, -1.4484, 1.1097], [0.9792, -0.3066, 1.1291], [0.3357, -1.6514, 3.6604], [1.8502, -1.8127, 3.8284], [-0.2308, -2.6361, 4.8376], [-0.0985, -0.2232, 3.9866], [-2.3062, -5.0745, 0.8286], [-2.3431, -5.7516, 2.1830], [-3.6811, -4.8136, 0.2883], [-1.6941, -6.0272, -0.2851], [4.3872, -1.9869, -5.6335], [5.0026, -0.3628, -5.5415], [3.2332, -0.6050, -5.1780], [5.8289, -2.6877, -3.1257], [5.7912, -1.0958, -2.2567], [6.5552, -1.1601, -3.8793], [3.5315, -1.5045, -1.7259], [2.9771, -2.5364, -3.1202], [1.4764, -0.8330, -3.7849], [2.4604, 0.4652, -3.3022], [-0.3354, 0.2509, -3.1443], [0.6949, 1.5552, -2.5083], [-2.4457, -0.3064, -2.1173], [-3.6921, 2.4421, 0.9277], [-0.3389, 2.3068, 3.1898], [-0.2366, 3.9725, 3.4248], [0.6828, 3.1564, 2.1540], [-2.9991, 2.7810, 2.9924], [-3.4642, 4.2315, 1.9816], [-2.4475, 4.3881, 3.3643], [-0.2770, 4.6020, 0.0186], [-0.6325, 5.5527, 1.4419], [-1.9292, 5.0514, 0.3151], [-4.5117, 0.5827, 1.5923], [-4.1050, -0.9677, 0.8352], [-5.8650, -0.4733, 1.0733], [-6.0176, 2.1174, 0.3938], [-6.7749, 1.2996, -1.0230], [-5.5106, 2.4554, -1.2997], [-4.4815, -1.4107, -1.4960], [-4.9045, -0.1023, -2.6884], [-6.1059, -0.9048, -1.6650], [1.4384, -2.5062, -1.5689], [0.0681, -1.9308, -2.3984], [-1.3290, -3.5568, -1.1811], [-1.3462, -3.7410, 3.1246], [2.1482, -2.8800, 3.7894], [2.1210, -1.4512, 4.8704], [2.6090, -1.2862, 3.1555], [-0.0114, -3.7190, 4.6657], [-1.2804, -2.4962, 5.0225], [0.2395, -2.4098, 5.7915], [0.2007, 0.4257, 3.1811], [0.5442, 0.1702, 4.8081], [-1.1650, -0.1471, 4.1736], [-2.9777, -5.1806, 2.8464], [-1.2970, -5.8476, 2.6323], [-2.8018, -6.7640, 2.0957], [-4.2650, -4.1861, 0.9736], [-4.2302, -5.8085, 0.2051], [-3.6420, -4.2486, -0.6407], [-0.6689, -6.3992, -0.0723], [-1.6812, -5.6516, -1.2577], [-2.3439, -6.9307, -0.3445], [2.4013, 2.6360, -3.5154], [2.8659, 2.9253, -2.3962], [3.2423, 2.0365, -1.3520], [4.0526, 2.8932, -0.1617], [3.2653, 2.5411, 1.0564], [5.4734, 2.7134, -0.0173], [3.7299, 4.4792, -0.8397], [4.1893, 5.6612, -0.2949], [3.9331, 6.7527, -1.0045], [3.3397, 6.6649, -2.3588], [2.8136, 5.4832, -2.7810], [3.0332, 4.3461, -1.9888], [4.7988, 5.6797, 0.5853], [4.1111, 7.7406, -0.6055], [3.2418, 7.5565, -2.9895], [2.2118, 5.3767, -3.6853], [4.2255, -0.6691, 0.5448], [3.4215, -2.3455, 0.6433], [2.7869, -3.3164, 0.7082]], "forces_ev_per_angstrom": [[-3.69, 0.11, 1.04], [-0.12, 0.23, 0.86], [1.59, 0.43, 0.03], [-1.12, -1.14, 0.49], [-0.59, -1.18, 0.14], [1.06, -1.55, -0.28], [-0.90, 0.85, 0.04], [0.54, -1.42, 0.09], [0.23, 1.01, 1.01], [-0.30, 0.54, 0.35], [-0.77, -0.02, -0.65], [0.03, -0.34, 0.95], [0.18, 0.33, -0.96], [-2.11, -0.63, -0.45], [2.01, -0.78, 0.72], [-0.17, -1.35, 0.30], [0.29, 3.57, 0.37], [-1.87, 1.03, 0.51], [0.89, -0.32, -0.36], [-0.39, -0.43, 0.74], [-0.64, -1.25, -0.57], [-0.09, -0.63, 0.03], [0.13, -0.27, -0.11], [0.85, 0.51, -1.91], [-1.77, -0.37, 1.44], [0.29, 1.38, 0.78], [1.09, 0.90, -1.76], [0.11, 0.60, 1.21], [-0.63, -1.23, -0.16], [-1.52, -2.67, -1.16], [2.49, 1.48, -2.02], [-0.56, -1.30, 1.61], [2.01, 0.26, 0.56], [0.91, 0.22, -0.99], [1.26, 0.13, 0.37], [1.57, -0.47, -0.89], [0.70, -1.38, 0.18], [-1.61, -0.18, 0.78], [0.26, -1.64, 2.48], [-0.55, -0.12, 0.16], [-0.52, 0.05, 0.21], [0.15, -0.14, -1.18], [-0.07, 1.51, -0.35], [0.89, -0.13, 0.56], [-0.55, -0.11, 0.20], [0.37, -0.04, -1.69], [0.08, 1.06, 0.49], [-0.54, -0.13, 0.04], [0.22, 0.65, 0.29], [0.45, -0.16, 0.33], [-0.32, -0.17, 0.05], [-0.10, -0.01, -0.16], [0.30, -0.13, -0.55], [-0.80, -2.36, 0.95], [0.17, -0.69, -1.03], [1.22, 0.03, -0.50], [0.44, 0.51, -0.68], [0.86, -0.83, 0.27], [0.49, -0.18, -0.42], [-0.35, -0.26, 0.63], [-0.19, 0.39, 0.27], [-0.57, 0.56, -0.25], [-0.02, 0.16, 0.26], [-0.59, 0.37, 0.23], [1.03, 0.26, -0.33], [0.23, -0.17, -0.67], [0.67, 0.10, 0.52], [0.17, 0.65, -0.22], [0.26, 0.30, -0.31], [0.09, -0.24, 0.46], [0.35, 0.75, 0.37], [0.24, 0.52, 0.24], [-0.25, 0.07, 1.13], [0.70, 0.20, 0.50], [0.54, 0.77, -1.26], [-0.28, 0.49, -0.05], [-0.32, -0.44, -1.13], [-1.48, -0.35, 0.44], [-0.17, 0.92, -0.12], [-0.64, -0.02, -0.26], [0.31, 0.35, -0.08], [-0.32, 0.17, -0.52], [-0.90, -0.41, 0.00], [-0.03, 0.15, 0.14], [-0.07, 0.15, 0.39], [-1.46, -0.03, -0.59], [0.40, 0.62, 0.09], [0.00, -0.11, 0.04], [0.59, 1.38, -0.26], [-0.09, -0.36, -0.31], [-0.52, 0.38, 0.14], [-0.09, 1.08, -1.49], [0.40, 0.52, 0.20], [1.27, 0.12, 3.19], [-1.69, -0.10, -2.63], [0.59, 0.05, 0.33], [1.41, 0.76, -1.24], [-0.62, -1.43, -0.54], [-1.30, -0.23, -0.18], [0.18, -0.97, 1.36], [0.50, -1.32, 0.77], [-1.25, 2.30, -3.48], [0.21, 0.84, 2.13], [-0.42, -0.76, -0.54], [0.43, -0.07, -0.59], [-0.10, 0.03, 0.56], [0.44, 0.04, -0.13], [0.02, -0.30, 0.53], [0.49, 0.10, 0.06], [0.51, -0.19, 0.29], [-1.00, -0.21, 0.22], [0.83, 0.81, -0.15]], "mulliken_charge": [1.12, -1.05, 0.17, -0.87, 0.03, -1.59, 0.30, -1.76, 0.69, -0.17, -0.81, -0.41, 0.01, 0.15, -0.85, 2.68, -1.94, -2.04, -1.71, 2.14, -1.39, -1.78, -1.77, -1.83, 0.30, -0.17, -0.31, -0.03, -0.66, 0.89, 0.64, 1.86, -1.25, -2.21, -1.17, 1.90, -2.04, -1.60, -1.68, 0.34, 0.34, 0.36, 0.26, 0.20, 0.35, -0.63, 0.19, 0.68, 0.93, 0.95, 0.22, 0.63, 0.33, 0.45, 0.51, 0.31, 0.36, 0.33, 0.43, 0.10, 0.46, 0.42, 0.41, 0.16, 0.41, 0.31, 0.46, 0.37, 0.19, 0.39, 0.45, 0.81, 0.53, 0.44, 0.44, 0.32, 0.51, -0.13, 0.42, 0.44, 0.45, -0.38, 0.41, 0.44, 0.37, 0.40, 0.41, 0.35, 0.43, 0.30, 0.34, 0.44, 0.45, -0.65, 0.41, -0.04, 0.96, -0.72, -0.60, 0.84, -1.12, -0.47, -0.67, -0.61, 0.34, 0.51, 0.45, 0.40, 0.49, -0.16, 0.42, -0.43]}